DFT (ωB97M-V/def2-TZVPD) results for the molecule C4H9NO2S in a non-equilibrium geometry.

```
! RIJCOSX wB97M-V def2-TZVPD def2/J DEFGRID3
* xyz 0 1
C 0.1097 0.4422 -2.1083
C 0.5505 -0.8175 -1.2800
C -0.7433 1.2826 -1.1283
C -0.2409 -0.3412 2.8308
N -0.1015 -0.6033 0.2043
O 1.8614 -1.2565 1.7434
O -1.1006 0.4983 -0.0014
S 0.9603 -0.1702 1.4679
H 0.9080 1.0049 -2.3688
H -0.4635 0.1574 -3.0224
H 0.0555 -1.7777 -1.6618
H 1.6736 -0.8482 -1.2142
H -0.2840 2.3111 -1.0436
H -1.6895 1.4877 -1.5681
H -0.0762 0.1314 3.8221
H -0.2552 -1.4472 2.9865
H -1.1643 -0.0538 2.3418
*
```

Calculated values
orbital gap = 9.32 eV
HOMO level = -8.4981 eV
energy above the lowest of the compared OMol25 structures with the same formula, charge and spin = 4.802 eV
E = -761.08696 Eh



DFT (ωB97M-V/def2-TZVPD) results for a cluster of 6 separate species, C31H78BrN5O3 in total in a non-equilibrium geometry.

```
! RIJCOSX wB97M-V def2-TZVPD def2/J DEFGRID3
* xyz 4 1
C -1.9421 3.8715 -2.9942
C -2.0134 3.9903 -1.4979
C -2.8324 2.7967 -0.8291
N -3.0519 3.2024 0.6677
C -4.0409 4.3854 0.7888
C -3.4969 2.0091 1.5726
C -2.3795 1.7597 2.5655
C -1.5198 3.0602 2.7369
C -1.6942 3.7234 1.3748
H -1.0480 4.2961 -3.4507
H -2.8403 4.2984 -3.4403
H -1.9699 2.8174 -3.2701
H -2.3809 4.9978 -1.3031
H -0.9712 4.0948 -1.1961
H -2.2002 1.9120 -0.7537
H -3.7786 2.4883 -1.2738
H -3.6112 5.2645 0.3086
H -4.1733 4.5459 1.8588
H -4.9756 4.1082 0.3013
H -4.4238 2.2646 2.0861
H -3.5379 1.1515 0.9011
H -2.6873 1.5373 3.5873
H -1.6916 1.0489 2.1074
H -1.9976 3.7491 3.4334
H -0.4627 3.0347 3.0016
H -1.5439 4.8025 1.4067
H -0.8193 3.4413 0.7892
C 4.4047 0.9410 1.0776
C 3.3953 1.8749 0.4336
C 3.5949 1.7406 -1.1261
N 2.7199 2.7434 -1.9537
C 1.2356 2.3524 -1.7935
C 3.0879 2.7493 -3.4712
C 2.5643 4.0937 -4.0571
C 2.4812 5.0307 -2.8658
C 3.0479 4.2074 -1.6116
H 4.2026 -0.0865 0.7750
H 4.2939 0.8324 2.1565
H 5.4261 1.2667 0.8812
H 3.5110 2.9210 0.7171
H 2.3584 1.6397 0.6734
H 3.1955 0.8263 -1.5652
H 4.6398 1.8310 -1.4229
H 1.2018 1.2704 -1.9213
H 0.5243 3.0052 -2.2995
H 0.9432 2.3980 -0.7445
H 2.5892 1.8854 -3.9105
H 4.1736 2.7363 -3.5671
H 1.5896 4.0493 -4.5430
H 3.1153 4.5239 -4.8934
H 1.4805 5.3841 -2.6173
H 3.0324 5.9527 -3.0509
H 2.5933 4.4104 -0.6420
H 4.1309 4.3307 -1.6193
C 2.4306 -6.3844 0.0450
N 1.4709 -5.2008 -0.3554
C 0.2355 -5.7547 -1.1006
C 0.9583 -4.5648 1.0287
C 2.1812 -4.1413 -1.2915
C 3.2705 -3.2733 -0.5489
O 4.4255 -4.0520 -0.3308
H 1.6264 -7.0341 0.3905
H 3.1487 -6.1093 0.8174
H 2.8426 -6.7566 -0.8930
H -0.2642 -6.5106 -0.4948
H 0.5897 -6.1863 -2.0367
H -0.4463 -4.9256 -1.2902
H 1.7106 -4.3253 1.7802
H 0.1712 -5.1756 1.4709
H 0.4102 -3.6612 0.7621
H 1.4425 -3.4606 -1.7148
H 2.5429 -4.7064 -2.1505
H 2.8862 -2.8166 0.3631
H 3.6708 -2.4715 -1.1694
H 4.5427 -4.1713 0.6145
C -0.9564 -1.3303 -3.2322
N -2.4597 -1.5965 -2.9027
C -2.9950 -2.5721 -3.9331
C -2.6934 -2.2307 -1.5123
C -3.0992 -0.1544 -3.0198
C -4.5489 0.0904 -2.6156
O -4.7345 0.1907 -1.2319
H -0.4638 -2.2136 -2.8257
H -0.5784 -0.4549 -2.7042
H -0.6473 -1.2424 -4.2737
H -4.0790 -2.4847 -4.0058
H -2.6448 -3.5708 -3.6722
H -2.5969 -2.3904 -4.9314
H -3.7621 -2.3956 -1.3753
H -2.3609 -1.4455 -0.8334
H -2.2480 -3.2128 -1.3537
H -3.0635 -0.0800 -4.1066
H -2.4582 0.5326 -2.4673
H -5.1458 -0.7502 -2.9692
H -5.0817 0.9574 -3.0062
H -5.5756 -0.2179 -1.0145
C -0.7680 -0.7084 4.6301
N 0.1157 -1.9877 4.6323
C 0.3987 -2.3490 6.0919
C -0.8354 -3.1645 4.1886
C 1.4338 -1.9105 3.7347
C 2.1996 -0.5982 3.9126
O 2.5675 -0.4069 5.2774
H -1.4881 -0.8741 5.4315
H -1.1643 -0.5566 3.6261
H -0.1378 0.1050 4.9895
H 1.2444 -3.0156 6.2613
H -0.5166 -2.5909 6.6321
H 0.7219 -1.4527 6.6213
H -0.3641 -4.1057 4.4717
H -0.9235 -3.0244 3.1113
H -1.8410 -3.0884 4.6021
H 1.1848 -2.0868 2.6883
H 1.9224 -2.8529 3.9821
H 1.6108 0.2198 3.4975
H 3.0493 -0.8270 3.2695
H 2.2900 0.4757 5.5336
Br 0.1975 -0.5087 0.3877
*
```

Calculated values
orbital gap = 9.63 eV
HOMO level = -17.8425 eV
E = -4299.97888 Eh



DFT (ωB97M-V/def2-TZVPD) results for a cluster of 6 separate species, CH14N2O5 in total in a non-equilibrium geometry.

```
! RIJCOSX wB97M-V def2-TZVPD def2/J DEFGRID3
* xyz 0 1
H -1.4465 -0.5108 -0.5056
N -1.0201 -1.1702 0.1281
C -0.9848 -2.3880 -0.2394
N -0.8777 -3.3972 0.6673
H -1.2086 -2.7604 -1.2392
H -0.5787 -4.3190 0.4058
H -0.7168 -3.1348 1.6268
O 3.1819 3.2435 3.0481
H 2.2748 3.3771 3.3511
H 3.6611 3.5391 3.8322
O -1.2015 1.1641 -3.0416
H -1.3070 1.8355 -3.7315
H -0.2344 1.1383 -2.9906
O 2.2566 -0.1162 3.7828
H 2.5186 -0.3470 2.8905
H 1.3099 -0.3037 3.8645
O -1.0545 2.2446 -6.2148
H -1.4876 1.5984 -6.7813
H -1.4379 3.0984 -6.4380
O -0.2412 -1.0014 2.7748
H -1.1163 -0.6676 3.0161
H -0.2893 -1.1229 1.7937
*
```

Calculated values
orbital gap = 10.28 eV
HOMO level = -9.6812 eV
energy above the lowest of the compared OMol25 structures with the same formula, charge and spin = 0.736 eV
E = -532.19477 Eh



DFT (ωB97M-V/def2-TZVPD) results for a cluster of 2 separate species, C3H6IN2O in total in a non-equilibrium geometry.

```
! RIJCOSX wB97M-V def2-TZVPD def2/J DEFGRID3
* xyz 1 1
C -1.2172 0.6048 -0.3641
C 0.8157 1.1330 -0.2095
C -0.0699 0.1928 0.6294
N -0.4314 1.4699 -0.9473
N 0.3625 -1.8127 0.2080
O -2.3659 0.2381 -0.3347
I -0.1732 0.0768 2.7255
H 1.3652 1.9591 0.2623
H 1.6973 0.7130 -0.6728
H -0.6615 1.8555 -1.8486
H 0.8704 -2.2779 0.9434
H 0.3587 -1.9123 -0.7762
H -0.5508 -2.2400 0.3846
*
```

Calculated values
orbital gap = 8.66 eV
HOMO level = -14.2443 eV
energy above the lowest of the compared OMol25 structures with the same formula, charge and spin = 2.900 eV
E = -599.99925 Eh



DFT (ωB97M-V/def2-TZVPD) results for the molecule C8H14O in a non-equilibrium geometry.

```
! RIJCOSX wB97M-V def2-TZVPD def2/J DEFGRID3
* xyz 0 1
C -2.6465 -1.2200 0.4271
C -2.1520 -0.1451 -0.1810
O -2.3652 1.1476 0.1517
C -1.2211 -0.0116 -1.3956
C 0.0917 0.1095 -1.3086
C 1.0722 0.0411 -0.1350
C 1.5895 -1.3654 0.2371
C 0.3222 0.5337 1.1456
C 2.1540 1.1224 -0.3976
H -2.4467 -2.2372 -0.0203
H -3.1945 -1.0171 1.3304
H -3.0235 1.0914 0.9089
H -1.5565 0.2101 -2.4337
H 0.4239 0.2993 -2.3267
H 0.8040 -1.9647 0.4154
H 2.2177 -1.7056 -0.6523
H 2.3044 -1.2022 1.0180
H 0.8509 0.2305 2.1697
H -0.6138 0.1750 1.3209
H 0.1359 1.5656 1.2807
H 3.1415 1.0104 -0.0452
H 1.7345 2.1843 -0.0450
H 2.3774 1.1480 -1.4644
*
```

Calculated values
orbital gap = 9.86 eV
HOMO level = -9.0785 eV
energy above the lowest of the compared OMol25 structures with the same formula, charge and spin = 2.541 eV
E = -388.34856 Eh



DFT (ωB97M-V/def2-TZVPD) results for the molecule C15H13N3O5S.

```
! RIJCOSX wB97M-V def2-TZVPD def2/J DEFGRID3
* xyz 0 1
N -2.7245 -2.0985 1.9320
C -1.8459 -2.2592 1.2138
C -0.7322 -2.4105 0.3543
C 0.4559 -2.9551 0.8471
C 1.5655 -3.0504 0.0272
C 1.5069 -2.5780 -1.2747
C 0.3268 -2.0385 -1.7492
S 0.3092 -1.2915 -3.3814
O 1.3046 -1.9219 -4.1898
O -1.0439 -1.2221 -3.8403
N 0.8157 0.2814 -3.1254
C -0.0915 1.1008 -2.3660
C 0.0535 0.8886 -0.8668
O 1.0550 0.4660 -0.3451
O -1.0717 1.1813 -0.2211
C -0.9907 1.2041 1.1938
C -0.1540 2.4061 1.6437
O 0.3418 3.1639 0.8334
C -0.0043 2.5540 3.0681
C -0.4868 1.8213 4.1469
C -0.0201 2.4404 5.3071
C 0.7329 3.5302 4.9177
N 0.7343 3.5885 3.5774
C -0.8025 -1.9591 -0.9646
H 0.4982 -3.2945 1.8717
H 2.4806 -3.4759 0.4088
H 2.3578 -2.6211 -1.9358
H 1.7678 0.3183 -2.7900
H -1.1040 0.8568 -2.6911
H 0.1004 2.1585 -2.5768
H -0.5250 0.2857 1.5675
H -2.0146 1.2803 1.5606
H -1.1033 0.9466 4.0938
H -0.2087 2.1316 6.3156
H 1.2547 4.2493 5.5182
H 1.1973 4.2668 2.9924
H -1.7135 -1.5485 -1.3724
*
```

Calculated values
orbital gap = 8.88 eV
HOMO level = -9.1090 eV
E = -1518.06286 Eh



DFT (ωB97M-V/def2-TZVPD) results for the molecule C3H8O2S in a non-equilibrium geometry.

```
! RIJCOSX wB97M-V def2-TZVPD def2/J DEFGRID3
* xyz 0 1
C 1.3118 -1.5900 0.0690
C -0.1188 -1.1109 0.0276
S -0.2930 0.3242 -0.7817
C -0.4315 2.0204 -0.1313
O 0.4283 0.3388 -2.0491
O -1.8244 0.3514 -1.1544
H 1.8071 -1.1735 0.9941
H 1.3215 -2.6542 0.0940
H 1.8634 -1.3301 -0.9178
H -0.3190 -1.0074 1.1306
H 0.1961 1.8256 0.8223
H -0.1874 2.7733 -0.8532
H -1.4594 2.1900 -0.1199
H -2.1780 -0.3854 -1.7233
*
```

Calculated values
orbital gap = 8.94 eV
HOMO level = -8.2929 eV
energy above the lowest of the compared OMol25 structures with the same formula, charge and spin = 4.338 eV
E = -667.62151 Eh



DFT (ωB97M-V/def2-TZVPD) results for a cluster of 9 separate species, C18H54O12 in total in a non-equilibrium geometry.

```
! RIJCOSX wB97M-V def2-TZVPD def2/J DEFGRID3
* xyz 0 1
O 0.8368 -5.1376 0.3141
C 1.7648 -4.7026 -0.6479
C 1.8588 -3.2296 -0.6979
O 2.8978 -2.8856 -1.5829
H -0.0102 -4.7766 0.0881
H 2.7538 -5.0896 -0.3549
H 1.3828 -5.0786 -1.5349
H 2.0248 -2.8936 0.2771
H 0.9038 -2.7736 -1.0299
H 3.1148 -1.9836 -1.4779
O -1.4532 4.2964 -1.8749
C -0.7182 3.5814 -0.8839
C -1.4972 3.7514 0.3451
O -0.6412 3.2804 1.3781
H -2.3652 4.1134 -1.7619
H -0.5382 2.5404 -1.1649
H 0.2328 4.0754 -0.7539
H -2.3192 3.0694 0.2691
H -1.7192 4.7824 0.6081
H -0.2802 2.4454 1.0501
O 0.4168 -0.4576 -4.6369
C 0.9068 -0.8176 -3.3379
C 1.0918 0.4064 -2.5939
O 1.8208 0.0884 -1.4369
H -0.4502 -0.0276 -4.5159
H 0.2188 -1.5716 -2.9459
H 1.9028 -1.3456 -3.3509
H 0.1688 0.9104 -2.3579
H 1.6588 1.1444 -3.1349
H 2.7678 0.0074 -1.6329
C -2.2342 -4.4166 1.4221
C -1.4502 -3.2576 1.0431
O -1.4192 -3.4876 -0.3189
H -2.2902 -4.5476 2.5381
H -1.8722 -5.3356 1.0681
H -3.2102 -4.3666 0.9391
H -0.4232 -3.1656 1.4701
H -1.9102 -2.3706 1.3401
H -2.1892 -2.9976 -0.6619
C -2.1232 -0.2146 -1.1969
C -3.4772 -0.7446 -1.0379
O -3.5792 -2.0996 -1.4569
H -1.3722 -0.7516 -0.6319
H -2.0132 0.8044 -0.9319
H -1.8212 -0.3266 -2.2039
H -4.2902 -0.2256 -1.5589
H -3.8632 -0.6856 -0.0039
H -4.5022 -2.1646 -1.6489
C 4.2808 -0.5046 0.5911
C 4.8538 0.0164 -0.6129
O 4.5038 -0.7146 -1.7249
H 4.8448 -0.1986 1.5091
H 4.4658 -1.5836 0.6061
H 3.1948 -0.2566 0.6451
H 5.9418 -0.1306 -0.5399
H 4.6528 1.0694 -0.6849
H 5.1838 -0.6066 -2.4119
C -4.0542 1.2544 2.2701
C -5.4882 1.4614 2.0191
O -5.6452 0.9794 0.7821
H -3.6892 0.2074 2.2691
H -3.7602 1.6844 3.1311
H -3.4722 1.7054 1.4431
H -5.7042 2.5284 1.9751
H -6.1272 0.9314 2.7381
H -6.5572 1.1064 0.5191
C -0.8212 0.1324 2.3381
C 0.4498 -0.0146 1.6641
O 0.7108 0.9704 0.6571
H -1.0682 -0.7106 3.0301
H -1.5252 0.1724 1.5371
H -1.0132 1.0924 2.8341
H 0.5368 -0.9036 1.1251
H 1.3478 -0.0796 2.3831
H 0.9338 0.3974 -0.0919
C 4.3148 4.1644 1.2591
C 3.0318 3.4704 1.1981
O 1.9438 4.3464 1.1311
H 4.2778 5.0174 1.9751
H 4.6468 4.5794 0.2991
H 5.0498 3.4694 1.6451
H 2.8948 2.9724 2.1321
H 3.0518 2.6824 0.4441
H 1.1238 3.9234 1.1281
*
```

Calculated values
orbital gap = 9.71 eV
HOMO level = -9.5388 eV
energy above the lowest of the compared OMol25 structures with the same formula, charge and spin = 2.413 eV
E = -1620.86592 Eh